This record from OMol25 describes a cluster of 2 separate species, C5H12N in total at a distorted geometry. The level of theory is ωB97M-V/def2-TZVPD.

Properties
Charge: +1
Calculated total energy in Ha: -251.9824

Structure (XYZ):
```
18
Properties=species:S:1:pos:R:3:nbo_charge:R:1
C 2.28110 -0.32862 0.68183 -0.56
H 2.28931 0.31807 1.48174 0.23
H -2.36587 0.09337 0.71699 0.33
H 0.50358 1.72103 -1.28692 0.27
H 3.35945 -0.66109 0.64720 0.27
H -3.73739 0.05336 1.45612 0.39
C 1.95391 0.45255 -0.54672 -0.42
C -0.53662 -1.06848 0.28674 0.19
H -3.49921 -0.88267 0.02172 0.37
H -1.34645 0.05706 -1.26353 0.35
H 0.34489 1.50276 0.44874 0.30
N -3.41067 -0.01094 0.54184 -1.02
H 2.67865 1.26421 -0.74789 0.26
H -0.98174 -1.99735 -0.13943 0.26
H 1.51391 -1.13508 0.84613 0.19
C -0.43497 -0.05467 -0.62378 -0.13
H 2.17843 -0.15109 -1.47418 0.23
C 0.55943 0.98154 -0.54799 -0.49
```